Molecular formula: C6H14FN2
Method: DFT, the ωB97M-V functional and the def2-TZVPD basis

The geometry in XYZ format:
```
23
Properties=species:S:1:pos:R:3:forces:R:3
C -1.95867 -0.76780 0.57188 1.008 -0.979 2.133
C 0.00713 2.32623 0.20580 0.402 2.544 -0.004
C -1.04463 1.97733 0.90095 0.235 -2.404 -0.957
C 3.44685 -1.24766 0.62576 -0.760 0.325 2.062
C -4.17812 -1.16354 -0.50140 1.432 -2.830 -2.989
C 3.31678 -0.77527 -0.73480 1.495 2.069 1.140
N 3.17018 0.52839 -0.87854 1.128 -3.908 -2.702
N -2.84820 -0.53691 -0.29059 -1.933 0.454 -2.328
F 0.78357 1.48332 -0.55124 -0.413 -0.285 -0.252
H 0.35960 3.38593 0.06389 -0.032 -1.289 0.416
H -2.29718 -1.46988 1.40382 0.025 0.252 -1.307
H -1.44007 0.88686 0.76843 1.054 1.631 0.767
H -1.40850 2.65539 1.62030 -0.745 0.902 0.310
H 4.31372 -1.87793 0.73827 0.311 -0.417 -0.309
H 2.62779 -1.75921 1.12257 -0.400 -0.333 -0.444
H 3.61907 -0.37776 1.24577 0.027 0.136 0.386
H -4.39100 -2.20627 -0.14773 1.096 1.018 0.282
H -4.91750 -0.57157 -0.18006 -2.664 2.427 1.573
H -4.37867 -1.25861 -1.61586 0.567 0.242 1.115
H 3.77523 -1.51802 -1.38792 -0.662 0.982 -1.351
H 2.72595 1.08086 -0.20437 -0.691 0.925 1.458
H 3.40322 0.96508 -1.75780 -0.413 0.118 -0.300
H -2.68654 0.24108 -1.01711 -0.066 -1.582 1.299
```
Forces are in eV/Å.

Calculated values
ΔE to the lowest compared entry with this formula, charge and spin   503.8 kJ/mol
HOMO level   -0.3889 Ha
Largest force on an atom   4.9 eV/A
Charge   +1

***

Molecular formula: C4H9N2
Method: DFT, the ωB97M-V functional and the def2-TZVPD basis

The geometry in XYZ format:
```
15
Properties=species:S:1:pos:R:3:forces:R:3
C -0.40730 0.67394 1.59227 0.331 0.441 2.662
C -0.25783 0.70582 -0.79935 0.277 -0.101 1.571
C -0.00038 0.19900 -2.13234 2.288 -0.796 -0.860
C 0.81929 -1.04232 0.42167 1.309 -1.746 2.970
N 0.08053 0.14446 0.31640 -1.294 2.413 -0.649
N -1.28207 0.00247 2.16787 -1.259 -0.246 0.707
H 0.23040 1.47151 2.07468 -0.678 -0.456 -0.991
H -0.87628 1.62542 -0.75893 0.426 -0.626 0.306
H -0.90161 -0.37803 -2.31737 -0.608 0.513 -1.065
H 0.83073 -0.53659 -2.41941 -0.897 0.858 1.443
H 0.29058 1.09534 -2.69468 -1.151 -0.358 -0.715
H 1.64691 -1.06734 -0.18225 1.969 0.425 -1.910
H 1.30307 -1.19010 1.46508 -1.452 0.301 -1.559
H 0.23399 -1.87250 0.12058 -0.777 -0.963 0.232
H -1.71004 0.16893 3.14579 1.517 0.341 -2.142
```
Forces are in eV/Å.

Calculated values
ΔE to the lowest compared entry with this formula, charge and spin   265.0 kJ/mol
HOMO level   -0.5492 Ha
Largest force on an atom   3.7 eV/A
SMILES   [H]/N=C/[N+](C)=C/C
Charge   +1

***

Molecular formula: C36H37BF6O4S
Method: DFT, the ωB97M-V functional and the def2-TZVPD basis

The geometry in XYZ format:
```
85
Properties=species:S:1:pos:R:3:forces:R:3
C -3.68145 5.66804 -1.78406 -0.322 0.166 0.350
C -2.61742 4.64366 -1.83820 0.490 -1.295 -1.016
C -2.55522 3.60857 -2.76304 -0.014 0.363 0.829
C -1.42200 2.77142 -2.59846 0.529 0.342 1.022
C -0.58896 3.17914 -1.55217 -1.757 0.572 -1.340
B -1.77616 -0.83903 1.18815 1.795 2.547 -2.234
C 0.80447 2.85125 -1.42823 1.466 -0.227 0.016
C 1.59035 3.41419 -0.40068 -0.523 -0.712 -0.335
C 2.94363 3.14403 -0.33788 0.058 0.172 0.001
C 3.70240 3.61621 0.87308 0.540 0.293 0.729
F 4.65919 4.53705 0.55588 -0.566 -0.705 0.295
F 2.89096 4.19362 1.81131 0.725 -0.469 -0.804
F 4.34311 2.57469 1.50998 -0.501 0.987 -0.626
C 3.59515 2.43660 -1.35451 -0.363 -0.142 0.215
C 2.81274 1.84736 -2.33909 -0.028 0.163 -0.205
C 3.39527 0.95767 -3.40288 0.239 -0.913 -0.305
F 2.79881 -0.28516 -3.36374 0.577 1.090 -0.100
F 3.17008 1.44016 -4.65741 0.194 -0.243 0.691
F 4.73223 0.76190 -3.27205 -0.931 0.223 -0.136
C 1.44001 2.04799 -2.40106 -0.381 0.377 0.737
O -2.68670 0.16736 1.40305 -1.265 -0.998 -0.146
C -3.87554 -0.32675 0.79583 -0.278 0.219 0.382
C -4.75334 -0.75106 1.97694 -0.298 -0.263 -0.170
C -4.48468 0.88125 0.11335 -0.264 -0.068 -0.319
C -3.37852 -1.51467 -0.16946 -0.315 0.324 -0.107
C -4.22937 -2.76499 -0.07724 -0.306 -0.156 -0.008
C -3.24604 -1.06081 -1.62822 0.052 -0.009 -0.042
O -2.05650 -1.85440 0.32181 -1.182 -0.283 0.327
S -1.27904 4.58730 -0.74711 -0.011 -0.641 -0.804
H -4.30038 5.59578 -2.68278 0.096 0.066 0.152
H -4.31657 5.48099 -0.91362 -0.089 0.226 -0.057
H -3.26918 6.67694 -1.70937 -0.118 -0.048 -0.005
H -3.31883 3.44663 -3.52176 0.174 0.131 0.179
H -1.19313 1.90773 -3.22768 -0.126 0.430 0.167
H 1.10624 4.02241 0.36264 0.225 -0.216 -0.123
H 4.67129 2.33614 -1.36985 -0.022 -0.180 0.132
H 0.85201 1.60498 -3.20984 0.358 0.127 0.338
H -5.74216 -1.07550 1.63971 0.034 -0.095 0.128
H -4.28477 -1.54691 2.57524 -0.114 0.159 -0.240
H -4.88437 0.11833 2.63385 0.078 -0.193 -0.190
H -5.41989 0.59509 -0.38512 0.155 0.285 -0.062
H -4.69812 1.63511 0.88165 -0.031 -0.197 -0.176
H -3.76860 1.32683 -0.59105 -0.339 -0.160 0.077
H -5.26032 -2.54909 -0.38233 0.110 -0.051 0.077
H -3.84068 -3.53929 -0.74680 0.024 0.149 0.085
H -4.23904 -3.17107 0.94150 -0.002 0.141 -0.239
H -4.24299 -0.84713 -2.04162 0.319 0.042 0.058
H -2.60445 -0.17051 -1.72780 -0.254 -0.275 0.126
H -2.79501 -1.86200 -2.23111 -0.116 0.132 0.255
C -2.56560 -3.90958 4.99540 0.445 0.478 0.167
O -2.05466 -2.59585 5.29964 0.202 -0.223 0.158
C -1.22457 -1.98353 4.42672 0.429 -0.098 -1.167
C -1.16833 -0.55699 4.46717 -0.792 -0.642 0.682
C -0.84569 0.13611 3.35532 0.796 -0.233 -1.044
C -0.50702 -0.55586 2.10337 3.444 0.432 1.789
C -0.22251 0.18782 0.80952 -1.627 -1.602 2.181
C 0.81646 -0.42199 0.03818 2.337 -0.683 -0.603
C 2.12734 -0.28326 0.36707 -1.717 0.446 -0.118
C 3.22894 -1.03613 -0.14933 1.638 -1.034 -1.222
C 4.55365 -0.51807 -0.07415 -0.720 -0.162 0.282
C 5.63036 -1.15889 -0.64705 0.174 -1.173 -0.726
C 5.42527 -2.41263 -1.29551 -0.985 0.375 0.017
O 6.48852 -2.93087 -1.97237 -0.144 -0.624 0.012
C 6.33166 -4.21241 -2.62392 0.058 0.713 0.420
C 4.13056 -3.01324 -1.29158 1.111 0.329 -0.303
C 3.05746 -2.29454 -0.77575 0.158 0.351 0.599
C -0.10368 -1.95574 2.30330 0.205 1.549 -0.850
C -0.48014 -2.65249 3.42279 -1.214 -0.186 1.375
H -3.39217 -4.02127 5.69318 0.033 -0.212 -0.093
H -2.91889 -3.98558 3.96031 0.084 0.208 0.117
H -1.80858 -4.67961 5.16752 -0.090 0.054 0.051
H -1.46862 -0.06248 5.39221 -0.026 -0.092 -0.271
H -0.76283 1.22360 3.35234 -0.297 -0.310 0.025
H -0.49669 1.22229 0.68838 -0.184 0.098 0.364
H 0.57133 -1.13594 -0.75305 -0.030 0.003 0.007
H 2.39806 0.48845 1.07623 -0.103 0.031 0.357
H 4.72213 0.41395 0.46961 -0.117 -0.204 -0.235
H 6.64255 -0.72676 -0.65849 -0.591 -0.244 0.082
H 7.27315 -4.35678 -3.15241 -0.149 -0.094 0.025
H 6.19195 -5.00798 -1.87829 -0.023 0.163 -0.200
H 5.49422 -4.20175 -3.33691 0.231 0.030 0.195
H 3.98877 -4.01502 -1.73448 -0.012 0.781 0.305
H 2.06187 -2.74214 -0.80885 0.277 0.138 0.017
H 0.47047 -2.43984 1.50895 -0.386 0.088 0.232
H -0.28320 -3.72301 3.52721 -0.143 0.358 -0.204
```
Forces are in eV/Å.

Calculated values
ΔE to the lowest compared entry with this formula, charge and spin   38.0 kJ/mol
HOMO level   -0.2295 Ha
Largest force on an atom   3.9 eV/A
Charge   0

***

Molecular formula: C36H39BF2N3O6SSc
Method: DFT, the ωB97M-V functional and the def2-TZVPD basis

The geometry in XYZ format:
```
89
Properties=species:S:1:pos:R:3:forces:R:3
Sc -0.15184 1.28342 -0.14025 0.738 -0.847 -0.021
C 3.20606 3.32365 0.65008 0.125 0.007 -0.021
C 2.98133 1.86884 0.25850 -0.080 -0.006 0.180
C 4.19571 0.99868 0.52313 0.018 0.016 -0.007
O 1.85405 1.33935 1.00439 -0.118 0.182 0.329
C 2.57498 1.85063 -1.22151 -0.671 0.058 -0.268
O 3.40406 1.91361 -2.09984 0.264 -0.063 0.014
O 1.28166 1.83114 -1.41975 0.079 0.099 -0.114
H 3.43741 3.39728 1.71524 0.006 -0.019 0.030
H 2.32763 3.93440 0.44198 -0.020 -0.049 -0.028
H 4.05383 3.71500 0.08973 0.009 0.032 -0.014
H 4.63674 1.23964 1.49145 -0.007 -0.027 0.030
H 4.93924 1.15664 -0.25497 0.051 0.044 -0.032
H 3.89455 -0.04970 0.53604 -0.031 -0.013 0.011
H 1.78137 1.80636 1.85488 -0.062 0.097 -0.350
F -3.52969 -1.46795 -3.80481 0.057 0.036 0.167
C -3.16689 -1.21362 -2.52606 -0.061 -0.047 -0.115
C -2.26352 -0.19804 -2.26729 -0.136 -0.169 -0.066
C -1.86761 0.06196 -0.95802 0.157 0.455 0.131
C -2.45736 -0.67621 0.08190 0.004 -0.132 0.165
C -3.34349 -1.69833 -0.23394 -0.184 -0.033 0.022
F -3.87842 -2.46559 0.74874 0.045 0.039 -0.111
C -3.71416 -1.99888 -1.53035 0.101 0.103 0.041
C -2.08200 -0.39307 1.49733 -0.181 -0.091 -0.372
C -3.00178 -0.47096 2.54141 0.059 -0.147 0.049
C -2.58005 -0.21931 3.82945 0.041 0.044 0.063
C -1.24907 0.10866 4.06165 -0.045 -0.016 -0.010
C -0.41501 0.22717 2.97303 -0.028 -0.064 -0.082
N -0.81424 -0.00063 1.71586 -0.174 0.332 -0.119
H -1.88724 0.36919 -3.11216 0.002 0.011 0.037
H -4.39527 -2.80566 -1.74864 -0.046 -0.038 -0.005
H -4.02836 -0.72765 2.32950 0.019 -0.007 0.018
H -3.28273 -0.27144 4.65029 -0.006 -0.005 0.021
H -0.87380 0.30049 5.05586 -0.005 0.002 0.024
H 0.61731 0.52043 3.09801 0.035 -0.001 0.014
C -0.97687 5.34519 7.67730 0.008 -0.028 0.047
C 0.06998 5.69479 6.61213 -0.024 -0.034 -0.059
C 0.32534 7.20650 6.63426 0.010 0.024 -0.014
C 1.37246 4.98243 6.96804 0.064 0.007 0.081
C -0.44764 5.27810 5.23485 -0.042 0.045 -0.065
C -1.65536 5.81265 4.76950 0.022 -0.046 -0.057
C -2.20354 5.47766 3.53410 0.105 0.022 0.177
C -1.49679 4.57828 2.77083 -0.286 0.076 -0.218
O -1.81732 4.06904 1.53399 0.124 0.049 0.081
B -0.79702 3.18629 1.17646 0.117 -0.242 0.149
O 0.17105 3.18701 2.24328 -0.071 0.292 0.226
C -0.30487 4.04929 3.20666 0.120 -0.101 -0.117
C 0.25003 4.37788 4.42318 -0.071 0.026 0.106
H -0.61857 5.63342 8.66735 0.019 0.004 0.022
H -1.18095 4.27351 7.68659 0.012 -0.030 -0.010
H -1.91984 5.86071 7.50281 -0.031 0.033 -0.021
H 0.67919 7.51349 7.61973 0.017 0.011 0.039
H -0.57994 7.77081 6.41298 -0.034 0.003 -0.004
H 1.08041 7.48576 5.89851 0.021 -0.010 -0.030
H 1.69971 5.30177 7.95837 0.013 0.001 0.020
H 2.17250 5.21988 6.26531 0.006 0.030 -0.022
H 1.25062 3.89842 6.99413 -0.033 -0.024 0.006
H -2.19450 6.51590 5.38937 -0.010 0.020 0.031
H -3.13884 5.89762 3.19483 -0.032 0.013 -0.028
H 1.18918 3.94119 4.72967 0.017 -0.018 -0.011
C 0.88244 1.74690 -5.84716 -0.018 0.025 -0.075
C 0.42423 0.81074 -4.73885 0.001 0.002 -0.054
C 1.54271 -0.13728 -4.34244 0.083 -0.048 0.070
N 1.13532 -0.90727 -3.16406 -0.366 -0.064 0.152
C 1.86163 -1.21421 -2.10672 0.123 0.188 0.018
S 1.19415 -1.43339 -0.56768 0.023 -0.010 -0.022
N 3.23741 -1.25794 -2.22482 0.019 0.013 0.207
C 4.02298 -1.67945 -3.28809 0.118 0.023 0.106
O 3.56894 -2.09632 -4.32483 -0.109 -0.016 -0.128
C 5.49997 -1.57979 -3.04249 -0.155 -0.002 0.042
C 6.31829 -1.51484 -4.16361 0.062 -0.015 0.021
C 7.69159 -1.41713 -4.01442 -0.021 0.006 0.016
C 8.25433 -1.40301 -2.74508 -0.031 0.000 -0.017
C 7.44141 -1.48627 -1.62406 -0.032 0.014 -0.028
C 6.06477 -1.56496 -1.77151 0.089 -0.031 0.006
H 0.07078 2.39137 -6.18144 -0.031 0.018 0.015
H 1.23867 1.19044 -6.71605 0.001 -0.033 0.003
H 1.69644 2.38472 -5.50294 0.032 0.007 0.035
H -0.44333 0.23211 -5.07199 0.000 -0.010 0.004
H 0.11900 1.38952 -3.86449 0.049 0.041 0.016
H 2.43665 0.43276 -4.07668 -0.037 -0.022 -0.004
H 1.79297 -0.81553 -5.15741 0.014 0.029 -0.001
H 0.13812 -0.93760 -2.96298 0.172 0.014 -0.110
H 3.69868 -1.11443 -1.33720 -0.073 -0.027 -0.207
H 5.85989 -1.54203 -5.14207 -0.004 0.001 -0.017
H 8.32347 -1.35389 -4.88938 0.026 0.000 -0.017
H 9.32710 -1.33137 -2.63034 0.032 -0.004 0.007
H 7.87660 -1.49389 -0.63406 0.011 0.009 0.013
H 5.45526 -1.64948 -0.88015 0.027 -0.015 0.008
```
Forces are in eV/Å.

Calculated values
ΔE to the lowest compared entry with this formula, charge and spin   42.0 kJ/mol
HOMO level   -0.3067 Ha
Largest force on an atom   1.1 eV/A
Charge   0